(1)
{
  "formula": "C4H13N3",
  "method": "ωB97M-V/def2-TZVPD",
  "de_lowest_kj_mol": 318.3,
  "orbital_gap_ev": 8.62,
  "smiles": "CC(C)=NN.CN",
  "multiplicity": 1,
  "lumo_ev": 0.879,
  "e_homo_ev": -7.74,
  "symbols": ["C", "H", "H", "N", "H", "H", "N", "H", "C", "C", "H", "H", "H", "H", "C", "N", "H", "H", "H", "H"],
  "coordinates": [[-0.423, -1.346, -1.141], [-2.853, 1.030, 0.787], [-2.426, 0.857, -0.933], [1.285, 0.338, -0.887], [1.639, -1.992, 0.795], [-1.333, -1.677, -0.633], [-0.779, 1.082, 0.358], [0.025, -1.781, 1.478], [0.875, -1.251, 1.041], [0.453, -0.522, -0.219], [2.297, 1.409, 0.499], [-0.530, 1.496, 1.253], [1.305, -0.567, 1.776], [-0.684, -0.769, -2.031], [-2.168, 1.358, 0.001], [2.461, 0.748, -0.262], [-2.307, 2.431, -0.154], [0.008, 1.395, -0.367], [3.016, -0.018, 0.112], [0.141, -2.221, -1.472]],
  "nbo_charge": [-0.666, 0.195, 0.198, -0.486, 0.231, 0.205, -0.813, 0.223, -0.703, 0.400, 0.320, 0.365, 0.218, 0.231, -0.411, -0.679, 0.185, 0.429, 0.325, 0.231]
}

---

(2)
{
  "formula": "C2H8NS",
  "method": "ωB97M-V/def2-TZVPD",
  "de_lowest_kj_mol": 34.3,
  "orbital_gap_ev": 6.45,
  "charge": -1,
  "multiplicity": 1,
  "lumo_ev": 3.870,
  "e_homo_ev": -2.58,
  "symbols": ["H", "H", "S", "H", "H", "H", "N", "H", "H", "H", "C", "C"],
  "coordinates": [[-1.545, -0.553, 1.950], [-0.035, 0.350, 1.831], [3.051, -0.918, -1.792], [0.770, -0.316, -0.944], [-1.384, 1.370, 0.099], [-0.191, -1.226, 1.099], [0.008, 0.362, -0.939], [-1.959, -0.240, -0.490], [2.883, -0.126, -0.718], [0.247, 1.259, -1.317], [-1.116, 0.321, -0.056], [-0.730, -0.283, 1.278]],
  "nbo_charge": [0.183, 0.199, -1.048, 0.423, 0.167, 0.211, -0.902, 0.146, 0.078, 0.363, -0.202, -0.617]
}

---

(3)
{
  "formula": "C4H14N2O",
  "method": "ωB97M-V/def2-TZVPD",
  "de_lowest_kj_mol": 171.4,
  "orbital_gap_ev": 9.85,
  "smiles": "CNCCCN.O",
  "multiplicity": 1,
  "lumo_ev": 0.912,
  "e_homo_ev": -8.94,
  "symbols": ["H", "C", "H", "H", "H", "H", "H", "C", "O", "N", "N", "H", "C", "H", "H", "H", "H", "H", "H", "C", "H"],
  "coordinates": [[2.165, 0.572, 0.722], [0.123, 0.818, 1.127], [2.581, -2.942, 0.300], [1.130, 0.380, -0.735], [-0.921, 1.931, -1.350], [-1.298, -0.413, -0.005], [-3.154, 0.778, -1.995], [2.583, -1.842, 0.184], [-3.563, -0.100, -2.042], [-1.507, 1.682, -0.567], [1.311, -1.305, 0.634], [0.360, 1.882, 1.221], [-1.285, 0.615, 0.350], [2.823, -1.689, -0.883], [-2.006, 0.703, 1.198], [3.391, -1.537, 0.846], [0.019, 0.342, 2.104], [-1.711, 2.538, -0.073], [-2.844, -0.627, -1.690], [1.253, 0.106, 0.325], [0.550, -1.892, 0.330]],
  "nbo_charge": [0.194, -0.407, 0.197, 0.156, 0.374, 0.176, 0.481, -0.414, -0.941, -0.883, -0.638, 0.196, -0.216, 0.167, 0.201, 0.193, 0.206, 0.367, 0.455, -0.224, 0.360]
}

---

(4)
{
  "formula": "C6H11NO3P",
  "method": "ωB97M-V/def2-TZVPD",
  "de_lowest_kj_mol": 488.0,
  "orbital_gap_ev": [8.08, 7.78],
  "charge": -1,
  "multiplicity": 1,
  "lumo_ev": [3.839, 3.400],
  "e_homo_ev": [-4.24, -4.38],
  "symbols": ["C", "H", "C", "H", "N", "O", "H", "C", "H", "C", "H", "O", "O", "C", "H", "H", "H", "P", "C", "H", "H", "H"],
  "coordinates": [[-3.914, -0.716, 0.657], [1.582, -0.789, -1.139], [2.968, -0.579, 0.373], [3.324, -0.972, 1.361], [0.558, 0.818, 0.853], [-0.214, 1.567, -1.599], [1.227, -1.685, 0.454], [-3.079, -0.321, -0.226], [-1.413, -1.202, 0.660], [-1.661, -0.549, -0.257], [-4.884, -0.548, 0.649], [-1.651, 2.073, 0.424], [1.468, 1.762, 0.656], [1.746, -0.968, -0.062], [1.373, 1.887, -0.422], [-3.761, -1.230, 1.598], [-1.452, -1.100, -1.053], [-0.772, 1.123, -0.258], [3.733, 0.266, -0.319], [4.704, 0.600, 0.053], [3.695, 0.377, -1.373], [-3.576, 0.186, -1.028]],
  "nbo_charge": [-0.418, 0.201, -0.250, 0.189, -0.389, -1.173, 0.189, -0.119, 0.219, -0.803, 0.167, -1.144, -0.515, -0.355, 0.477, 0.164, 0.218, 2.201, -0.405, 0.173, 0.180, 0.193]
}

---

(5)
{
  "formula": "C4H7NO",
  "method": "ωB97M-V/def2-TZVPD",
  "de_lowest_kj_mol": 498.9,
  "orbital_gap_ev": 8.89,
  "multiplicity": 1,
  "lumo_ev": -0.028,
  "e_homo_ev": -8.92,
  "symbols": ["C", "H", "C", "N", "H", "H", "H", "O", "C", "H", "H", "H", "C"],
  "coordinates": [[-0.518, 0.749, 0.809], [0.189, 0.587, 1.623], [-1.016, -0.519, 0.179], [-2.188, -0.944, 0.370], [1.858, 1.486, -0.385], [1.733, -0.815, 0.217], [-2.325, -1.818, -0.140], [-0.113, -1.144, -0.621], [0.989, 0.996, -0.868], [1.671, -0.851, -1.556], [-1.348, 1.381, 1.128], [-0.083, 1.378, -0.095], [1.151, -0.487, -0.661]],
  "nbo_charge": [-0.580, 0.240, 0.548, -0.669, 0.154, 0.163, 0.350, -0.494, -0.261, 0.239, 0.269, 0.236, -0.194]
}

---

(6)
{
  "formula": "C31H38GeN7O4STl",
  "method": "ωB97M-V/def2-TZVPD",
  "de_lowest_kj_mol": 0.0,
  "orbital_gap_ev": 7.27,
  "charge": 2,
  "multiplicity": 1,
  "lumo_ev": -5.778,
  "e_homo_ev": -13.04,
  "symbols": ["H", "H", "C", "H", "C", "C", "H", "H", "H", "H", "C", "C", "H", "C", "Tl", "C", "N", "N", "C", "C", "H", "Ge", "C", "H", "C", "C", "N", "O", "O", "O", "H", "C", "O", "C", "H", "H", "N", "H", "C", "C", "H", "C", "H", "C", "H", "C", "H", "C", "H", "H", "H", "C", "C", "H", "H", "C", "H", "H", "H", "H", "C", "S", "H", "N", "H", "H", "C", "H", "H", "C", "N", "H", "H", "C", "H", "C", "H", "H", "C", "N", "H", "C", "C"],
  "coordinates": [[-2.538, 0.794, 4.150], [-3.877, -0.326, 5.875], [-2.242, 2.811, 1.392], [5.564, 0.385, -0.299], [-3.647, -5.859, -0.907], [-2.434, 5.134, 0.756], [4.272, -2.262, -4.536], [2.356, -1.259, -3.348], [-4.178, -7.962, -2.431], [0.222, 2.800, 0.528], [3.192, -2.260, 0.756], [3.736, 1.572, -2.815], [-3.488, 3.540, -0.207], [-0.987, 4.507, 2.573], [0.156, 1.076, -1.924], [-3.322, -7.445, -2.855], [0.974, 2.693, -0.146], [-1.907, -5.526, -2.441], [0.601, -1.473, 0.868], [-1.424, -4.390, -1.812], [1.409, 4.760, 0.144], [-2.730, 0.964, 1.137], [-5.651, -1.258, 3.144], [0.818, 5.485, -2.074], [0.524, 4.473, -1.784], [-2.964, -6.254, -2.038], [2.643, 0.749, -2.680], [-1.766, -1.786, 0.706], [4.962, -0.365, -0.166], [-0.989, 0.242, 1.177], [-3.565, -7.137, -3.874], [-0.829, -1.014, 0.909], [3.565, 1.307, 0.339], [3.783, 0.132, 0.225], [5.824, -1.693, -3.899], [-6.541, -1.810, 2.872], [0.584, 3.523, -2.909], [-0.292, 4.782, 3.356], [-3.402, 0.210, 3.854], [-1.535, 5.485, 1.753], [2.507, -4.223, 1.293], [0.903, -2.803, 1.130], [4.238, -2.521, 0.705], [-4.888, -0.639, 2.165], [-0.090, 3.775, -3.623], [4.727, 0.913, -3.478], [-3.254, 0.679, -0.273], [-4.157, -0.418, 4.834], [-0.511, 4.520, -1.438], [3.755, 2.570, -2.412], [-2.868, 5.897, 0.124], [2.784, -0.952, 0.519], [1.410, 4.001, -0.643], [0.114, -3.497, 1.386], [5.714, 1.217, -3.781], [-3.757, 0.098, 2.511], [2.441, 3.910, -0.992], [1.732, 2.193, 0.312], [1.496, 3.560, -3.353], [-2.479, -8.136, -2.905], [-2.783, 3.802, 0.575], [-0.134, -3.556, -2.357], [-1.873, -3.182, -0.196], [-2.151, -4.052, -0.696], [-4.497, -6.420, -0.554], [-0.899, 2.424, 3.039], [4.934, -1.404, -4.453], [-4.725, -4.800, 1.268], [-5.878, -1.629, 5.244], [-3.864, -4.197, 0.994], [4.232, -0.336, -3.755], [-3.157, -4.186, 1.825], [-5.189, -0.716, 1.125], [2.983, -0.385, -3.260], [5.216, -1.077, -5.451], [2.227, -3.200, 1.079], [-1.392, -5.799, -3.269], [-4.171, -3.162, 0.836], [-1.341, 3.177, 2.396], [1.517, -0.556, 0.579], [-1.268, 6.524, 1.898], [-3.213, -4.726, -0.233], [-5.281, -1.151, 4.478]],
  "lowdin_charge": [0.100, 0.113, -0.315, 0.144, 0.057, -0.078, 0.094, 0.126, 0.099, 0.044, 0.036, -0.142, 0.103, -0.068, 0.767, 0.023, -0.043, 0.125, -0.191, -0.789, 0.120, 1.025, -0.080, 0.122, -0.251, -0.219, -0.052, 0.012, 0.127, -0.149, 0.112, -0.530, 0.108, -0.468, 0.099, 0.109, -0.065, 0.114, -0.092, -0.065, 0.124, 0.002, 0.128, -0.135, 0.084, -0.046, 0.028, -0.065, 0.102, 0.100, 0.113, -0.166, -0.236, 0.121, 0.132, -0.307, 0.107, 0.042, 0.075, 0.111, -0.114, 0.732, 0.093, 0.133, 0.137, 0.105, 0.008, 0.100, 0.112, 0.027, -0.116, 0.114, 0.097, -0.177, 0.102, -0.013, 0.159, 0.089, -0.123, 0.190, 0.114, -0.202, -0.065]
}